No. 1
The molecule C3H2FN, computed with ωB97M-V with the def2-TZVPD basis set.

Geometry as ORCA input:
```
! RIJCOSX wB97M-V def2-TZVPD def2/J DEFGRID3
* xyz 0 1
C -0.932 0.402 0.049
C 0.159 -0.379 -0.045
C 1.515 0.100 0.080
H -0.839 1.549 -0.116
H -0.439 -1.372 0.144
N 2.737 -0.093 -0.069
F -2.201 -0.206 -0.043
*
```

For the lowest unoccupied orbital energy, the calculation gives -0.147 eV. Its SMILES is N#C/C=C/F. The calculation puts the HOMO energy at -10.606 eV. For the energy above the lowest of the compared OMol25 structures with the same formula, charge and spin, the calculation gives 42.78 kcal/mol. As for the largest force on an atom: 8.4 eV/A.

Let us look at the natural (NBO) charges, expressed in e, one per atom: number 1, C, carries 0.30; number 2, C, carries -0.43; number 3, C, carries 0.22; number 4, H, carries 0.20; number 5, H, carries 0.29; number 6, N, carries -0.24; number 7, F, carries -0.34

---

No. 2
The molecule C4H11NS2, computed with ωB97M-V with the def2-TZVPD basis set.

Geometry as ORCA input:
```
! RIJCOSX wB97M-V def2-TZVPD def2/J DEFGRID3
* xyz 0 1
S 4.522 0.781 0.166
S 2.669 0.543 1.063
C 1.756 -0.515 -0.179
C 0.340 0.090 -0.239
N -0.507 -0.301 0.848
C -1.914 -0.650 0.527
C -2.686 0.064 -0.649
H 4.698 2.118 0.412
H 1.910 -1.513 0.214
H 2.238 -0.343 -1.143
H -0.062 -0.218 -1.207
H 0.401 1.184 -0.343
H -0.583 0.401 1.577
H -1.857 -1.680 0.164
H -2.502 -0.629 1.432
H -3.138 0.989 -0.284
H -3.351 -0.714 -0.999
H -1.933 0.393 -1.361
*
```

For the lowest unoccupied orbital energy, the calculation gives 0.654 eV. Its SMILES is CCNCCSS. The calculation puts the HOMO energy at -8.216 eV. For the energy above the lowest of the compared OMol25 structures with the same formula, charge and spin, the calculation gives 28.89 kcal/mol. As for the largest force on an atom: 2.4 eV/A.

These are the natural (NBO) partial charges, in e, on atoms 1 to 8: number 1, S, carries -0.16; number 2, S, carries 0.03; number 3, C, carries -0.49; number 4, C, carries -0.25; number 5, N, carries -0.64; number 6, C, carries -0.20; number 7, C, carries -0.63; number 8, H, carries 0.14

---

No. 3
C3H5N3 as an isolated structure, computed with ωB97M-V with the def2-TZVPD basis set.

Geometry as ORCA input:
```
! RIJCOSX wB97M-V def2-TZVPD def2/J DEFGRID3
* xyz 0 1
N -1.999 -0.337 -0.522
C -0.760 -0.076 -0.238
C 0.472 -0.857 -0.010
N 1.512 -0.002 -0.007
N 1.153 1.287 0.047
C -0.163 1.278 -0.002
H -0.456 0.006 1.082
H -2.156 -1.343 -0.495
H 0.638 -1.927 -0.053
H 2.481 -0.233 0.161
H -0.721 2.203 0.039
*
```

For the lowest unoccupied orbital energy, the calculation gives 0.590 eV. The calculation puts the HOMO energy at -7.944 eV. For the energy above the lowest of the compared OMol25 structures with the same formula, charge and spin, the calculation gives 97.79 kcal/mol. As for the largest force on an atom: 0.9 eV/A.

These are the natural (NBO) partial charges, in e, on atoms 1 to 8: number 1, N, carries -0.80; number 2, C, carries 0.02; number 3, C, carries -0.08; number 4, N, carries -0.32; number 5, N, carries -0.24; number 6, C, carries -0.05; number 7, H, carries 0.25; number 8, H, carries 0.32

---

No. 4
C36H24BrClGaN4O as an isolated structure, computed with ωB97M-V with the def2-TZVPD basis set.

Geometry as ORCA input:
```
! RIJCOSX wB97M-V def2-TZVPD def2/J DEFGRID3
* xyz 1 1
Ga 0.130 1.160 -0.143
Cl 3.808 -3.128 4.530
C 2.859 -2.003 3.638
C 1.549 -1.800 4.066
C 0.629 -1.152 3.324
C 0.942 -0.541 2.084
O 0.006 0.167 1.451
C 2.350 -0.655 1.663
C 2.926 0.119 0.585
N 2.263 1.102 0.004
C 2.831 2.327 -0.372
C 4.165 2.526 -0.723
C 4.594 3.817 -1.166
C 3.696 4.884 -1.133
C 2.304 4.675 -0.818
C 1.347 5.688 -0.680
C 0.086 5.361 -0.163
C -0.313 4.018 -0.034
N 0.625 3.067 -0.207
C 1.929 3.408 -0.442
C 3.268 -1.334 2.491
H 1.175 -2.342 4.963
H -0.417 -1.059 3.675
H 3.955 -0.030 0.323
H 4.831 1.683 -0.640
H 5.611 3.974 -1.474
H 4.086 5.846 -1.419
H 1.530 6.654 -1.127
H -0.676 6.124 -0.009
H -1.310 3.721 0.213
H 4.318 -1.427 2.219
C 0.677 -0.146 -4.163
C -0.556 -0.684 -4.489
C -1.595 -0.635 -3.557
C -1.416 -0.029 -2.339
C -0.151 0.427 -1.948
C 0.879 0.274 -2.856
C -2.492 0.168 -1.366
C -3.814 -0.376 -1.479
C -4.665 -0.358 -0.404
C -4.221 0.312 0.791
C -5.057 0.437 1.940
C -4.610 1.158 3.047
C -3.329 1.711 3.082
C -2.511 1.583 1.969
C -2.880 0.895 0.821
N -2.087 0.839 -0.277
H 1.424 -0.029 -4.911
H -0.737 -1.210 -5.441
H -2.571 -0.952 -3.892
H 1.832 0.602 -2.558
H -4.098 -0.888 -2.420
H -5.650 -0.867 -0.396
H -6.025 -0.108 1.949
H -5.319 1.361 3.873
H -2.943 2.029 4.087
H -1.502 1.936 2.032
Br -3.101 -5.299 -1.450
C -1.309 -5.447 -0.938
C -0.705 -6.663 -0.578
C 0.627 -6.710 -0.156
C 1.300 -5.522 -0.104
N 0.757 -4.366 -0.449
C -0.501 -4.292 -0.873
H -1.350 -7.529 -0.563
H 1.142 -7.603 0.267
H 2.340 -5.526 0.258
H -0.881 -3.343 -1.191
*
```

For the lowest unoccupied orbital energy, the calculation gives -3.920 eV. The calculation puts the HOMO energy at -10.520 eV. For the energy above the lowest of the compared OMol25 structures with the same formula, charge and spin, the calculation gives 21.32 kcal/mol. As for the largest force on an atom: 3.1 eV/A.

These are the natural (NBO) partial charges, in e, on atoms 1 to 8: number 1, Ga, carries 1.79; number 2, Cl, carries 0.04; number 3, C, carries -0.10; number 4, C, carries -0.14; number 5, C, carries -0.28; number 6, C, carries 0.42; number 7, O, carries -0.84; number 8, C, carries -0.16

---

No. 5
The molecule C5H8O2, computed with ωB97M-V with the def2-TZVPD basis set.

Geometry as ORCA input:
```
! RIJCOSX wB97M-V def2-TZVPD def2/J DEFGRID3
* xyz 0 1
C -0.702 -1.302 1.314
C -0.168 0.077 0.968
O -0.690 1.041 1.760
C 0.480 0.372 -0.271
O 1.398 0.471 0.758
C 0.215 1.160 -1.475
C 0.594 -0.319 -1.563
H -1.695 -1.289 1.783
H -0.777 -1.938 0.435
H -0.035 -1.780 2.015
H -0.160 1.813 1.519
H 0.971 1.869 -1.778
H -0.816 1.423 -1.681
H -0.178 -1.026 -1.846
H 1.593 -0.542 -1.925
*
```

For the lowest unoccupied orbital energy, the calculation gives 0.947 eV. Its SMILES is C[C@@]1(O)OC12CC2. The calculation puts the HOMO energy at -9.405 eV. For the energy above the lowest of the compared OMol25 structures with the same formula, charge and spin, the calculation gives 63.69 kcal/mol. As for the largest force on an atom: 1.5 eV/A.

These are the natural (NBO) partial charges, in e, on atoms 1 to 8: number 1, C, carries -0.66; number 2, C, carries 0.53; number 3, O, carries -0.66; number 4, C, carries 0.13; number 5, O, carries -0.54; number 6, C, carries -0.44; number 7, C, carries -0.44; number 8, H, carries 0.24

---

No. 6
C12H23LaN3O7 as an isolated structure, computed with ωB97M-V with the def2-TZVPD basis set.

Geometry as ORCA input:
```
! RIJCOSX wB97M-V def2-TZVPD def2/J DEFGRID3
* xyz 3 1
C 1.921 -3.870 1.649
C 0.488 -3.455 1.373
O -0.067 -2.962 2.656
C -1.113 -2.109 2.505
C -0.729 -0.689 2.829
O -1.940 0.072 2.849
C -2.258 0.624 1.543
C -1.427 1.902 1.287
O -0.965 1.842 -0.039
C 0.316 2.425 -0.227
N 1.177 1.443 -0.895
C 0.741 1.213 -2.300
C -0.181 -0.008 -2.457
O 0.316 -0.776 -3.543
C -1.633 0.345 -2.728
N -2.498 -0.761 -2.275
C 2.495 2.024 -0.921
O 3.387 1.612 -0.255
O 2.607 3.121 -1.744
N 3.793 3.029 -2.537
C 4.683 3.766 -2.031
O 5.497 4.315 -1.443
H 2.435 -4.071 0.712
H 1.904 -4.761 2.275
H 2.440 -3.086 2.197
H 0.494 -2.637 0.646
H -0.136 -4.289 1.054
H -1.953 -2.388 3.230
H -1.533 -2.179 1.491
H -0.002 -0.356 2.081
H -0.217 -0.634 3.792
H -2.004 -0.086 0.750
H -3.329 0.810 1.496
H -0.612 1.885 2.018
H -2.054 2.774 1.482
H 0.204 3.342 -0.820
H 0.771 2.729 0.719
H 0.333 2.117 -2.762
H 1.652 0.972 -2.851
H -0.061 -0.634 -1.559
H -0.425 -1.110 -4.062
H -1.956 1.262 -2.223
H -1.822 0.482 -3.796
H -3.443 -0.435 -2.103
H -2.120 -1.174 -1.430
La -3.491 -2.369 4.378
*
```

For the lowest unoccupied orbital energy, the calculation gives -14.565 eV. The calculation puts the HOMO energy at -16.198 eV. As for the largest force on an atom: 2.9 eV/A.

These are the natural (NBO) partial charges, in e, on atoms 1 to 8: number 1, C, carries -0.63; number 2, C, carries -0.07; number 3, O, carries -0.50; number 4, C, carries 0.09; number 5, C, carries -0.14; number 6, O, carries -0.59; number 7, C, carries -0.09; number 8, C, carries -0.09

---

No. 7
A 2-piece molecular cluster, C4H9NO overall, computed with ωB97M-V with the def2-TZVPD basis set.

Geometry as ORCA input:
```
! RIJCOSX wB97M-V def2-TZVPD def2/J DEFGRID3
* xyz 0 1
C 2.140 -2.420 -0.569
C 0.914 -3.172 -0.166
N -0.148 -3.571 -1.015
H 2.323 -2.302 -1.676
H 2.837 -2.288 0.333
H 0.843 -3.306 0.883
H 0.009 -3.156 -1.884
H -0.992 -3.173 -0.544
O -2.616 2.233 0.917
C -1.668 2.959 1.183
C -0.677 3.654 0.256
H -1.591 3.306 2.284
H -1.094 3.731 -0.783
H -0.402 4.557 0.679
H 0.120 2.948 0.104
*
```

For the lowest unoccupied orbital energy, the calculation gives 0.814 eV. Its SMILES is C=CN.CC=O. The calculation puts the HOMO energy at -8.287 eV. For the energy above the lowest of the compared OMol25 structures with the same formula, charge and spin, the calculation gives 75.80 kcal/mol. As for the largest force on an atom: 6.7 eV/A.

These are the natural (NBO) partial charges, in e, on atoms 1 to 8: number 1, C, carries -0.57; number 2, C, carries 0.02; number 3, N, carries -0.80; number 4, H, carries 0.20; number 5, H, carries 0.22; number 6, H, carries 0.18; number 7, H, carries 0.37; number 8, H, carries 0.38

---

No. 8
C28H32BBeF4NO3P3 as an isolated structure, computed with ωB97M-V with the def2-TZVPD basis set.

Geometry as ORCA input:
```
! RIJCOSX wB97M-V def2-TZVPD def2/J DEFGRID3
* xyz 1 1
Be 0.029 0.203 -0.045
C -3.089 0.086 -0.960
N -2.196 -1.059 -0.688
P -1.650 -0.905 0.960
C -3.256 -1.185 1.785
C -4.199 -1.984 1.143
C -5.381 -2.308 1.780
C -5.618 -1.861 3.070
C -4.669 -1.090 3.722
C -3.489 -0.742 3.082
C -0.842 -2.457 1.452
C -1.408 -3.713 1.255
C -0.775 -4.841 1.738
C 0.410 -4.725 2.449
C 0.947 -3.474 2.703
C 0.323 -2.342 2.206
P -0.744 -1.053 -1.626
C -0.328 -2.817 -1.627
C -1.310 -3.792 -1.768
C -0.951 -5.124 -1.813
C 0.383 -5.489 -1.706
C 1.362 -4.519 -1.575
C 1.012 -3.180 -1.548
C -1.329 -0.836 -3.330
C -0.510 -0.161 -4.228
C -0.873 -0.085 -5.562
C -2.042 -0.685 -6.000
C -2.865 -1.346 -5.101
C -2.514 -1.425 -3.767
H -4.108 -0.178 -0.670
H -3.073 0.328 -2.022
H -2.807 0.995 -0.414
H -4.007 -2.353 0.146
H -6.113 -2.915 1.268
H -6.542 -2.121 3.562
H -4.847 -0.760 4.734
H -2.745 -0.140 3.584
H -2.339 -3.798 0.720
H -1.207 -5.816 1.571
H 0.900 -5.611 2.821
H 1.850 -3.382 3.284
H 0.737 -1.365 2.413
H -2.349 -3.504 -1.820
H -1.711 -5.884 -1.927
H 0.656 -6.533 -1.721
H 2.400 -4.802 -1.489
H 1.773 -2.419 -1.449
H 0.400 0.304 -3.876
H -0.242 0.441 -6.260
H -2.316 -0.632 -7.042
H -3.781 -1.803 -5.442
H -3.158 -1.931 -3.063
C 0.557 4.196 0.871
O 0.750 3.557 -0.387
P 0.050 2.198 -0.889
O -1.318 2.627 -1.597
C -1.348 3.694 -2.557
O 0.965 1.951 -2.169
C 2.386 2.128 -2.240
H 1.028 5.176 0.778
H 1.048 3.634 1.666
H -0.502 4.323 1.099
H -2.357 4.102 -2.543
H -1.112 3.311 -3.550
H -0.628 4.462 -2.283
H 2.645 1.980 -3.287
H 2.911 1.402 -1.623
H 2.659 3.134 -1.929
F 3.820 0.290 0.207
B 3.206 -0.609 0.945
F 1.369 0.030 0.481
F 3.058 -1.823 0.459
F 3.121 -0.440 2.241
*
```

For the lowest unoccupied orbital energy, the calculation gives -2.755 eV. The calculation puts the HOMO energy at -11.444 eV. For the energy above the lowest of the compared OMol25 structures with the same formula, charge and spin, the calculation gives 33.11 kcal/mol. As for the largest force on an atom: 1.7 eV/A.

These are the Mulliken partial charges, in e, on atoms 1 to 8: number 1, Be, carries 0.29; number 2, C, carries -1.53; number 3, N, carries 0.40; number 4, P, carries -0.73; number 5, C, carries 1.48; number 6, C, carries -0.37; number 7, C, carries -1.09; number 8, C, carries -0.55